{
  "formula": "C6H12FP",
  "method": "wB97M-V/def2-TZVPD",
  "lumo_ev": [0.87, -1.10],
  "energy_ev": -18415.9823,
  "spin_multiplicity": 3,
  "e_homo_ev": [-5.64, -9.40],
  "mol_weight_g_mol": 134.13,
  "species": ["C", "C", "C", "C", "C", "C", "F", "P", "H", "H", "H", "H", "H", "H", "H", "H", "H", "H", "H", "H"],
  "positions_angstrom": [[1.47355, -0.01120, 1.82511], [0.84544, -0.16027, 0.67705], [1.02401, -2.75008, 0.36050], [-2.40221, 1.92371, -1.52728], [0.18277, -1.49380, 0.44889], [-1.01910, 2.31466, -1.07712], [-1.10436, 3.23361, -0.00498], [0.25552, 1.13711, -0.49080], [2.04743, 0.97611, 2.10938], [1.65575, -0.89096, 2.51291], [0.62291, -3.56079, -0.17881], [1.25020, -3.10095, 1.25909], [1.90032, -2.57621, -0.17820], [-2.93107, 2.80881, -2.10415], [-2.15577, 1.07924, -2.21149], [-2.89058, 1.53773, -0.54799], [-0.48404, -1.83218, 1.34063], [-0.36282, -1.43928, -0.43301], [0.89326, 0.66352, -1.77304], [1.19879, 2.14121, -0.00670]],
  "forces_ev_per_angstrom": [[2.6, 1.8, 2.1], [-0.5, -1.5, -0.4], [-0.1, 1.8, -2.7], [0.9, 0.5, -0.2], [-0.8, -1.7, 2.4], [-1.8, 2.1, 1.2], [0.2, -0.4, -1.2], [2.5, -0.9, -0.4], [-1.3, -2.0, -0.5], [-0.4, 1.2, -0.8], [-1.4, -0.8, -0.6], [1.2, -1.4, 4.0], [1.9, 0.5, -0.7], [0.8, -2.0, 1.4], [-0.9, 0.4, 0.3], [0.2, 0.7, -1.8], [0.3, 1.4, -1.6], [-1.6, 0.1, -1.5], [-1.0, 0.5, 1.5], [-0.9, -0.5, -0.5]],
  "nbo_charge": [-0.416, -0.334, -0.590, -0.730, -0.438, 0.150, -0.381, 0.617, 0.197, 0.203, 0.209, 0.194, 0.199, 0.248, 0.226, 0.241, 0.205, 0.195, 0.013, -0.007]
}